[1]
Here is a 2-piece molecular cluster, C4H11IN2 overall from the OMol25 dataset. Energies are from the ωB97M-V functional and the def2-TZVPD basis.

The geometry in XYZ format:
```
18
Properties=species:S:1:pos:R:3:forces:R:3
C -0.60347 -0.71776 -0.24134 -2.3 0.7 -0.8
C 0.38390 -0.55786 1.90501 3.4 -0.8 1.6
C 0.73760 -1.07080 -0.53809 1.8 -3.7 1.5
C 1.01171 1.37391 0.36906 1.2 -2.0 -2.3
N -1.61999 0.31793 -1.98999 1.8 0.1 1.2
N 0.52733 -0.09200 0.52836 -2.9 1.6 -2.3
I -3.42893 0.94948 -1.26252 -0.5 -0.2 -0.1
H -1.56316 -1.16556 0.22611 1.6 0.9 -0.9
H 0.10150 -1.66104 1.95822 0.0 1.6 -0.1
H 1.55180 -0.52544 2.27679 -3.1 0.1 -0.2
H -0.29808 0.16901 2.38954 0.6 -0.8 0.2
H 1.10948 -0.70742 -1.43792 0.8 0.9 -1.5
H 1.30069 -2.05656 -0.23233 -1.5 1.7 -0.5
H -1.65160 -0.42399 -2.76763 0.1 1.6 1.3
H 0.51307 1.97950 1.05457 -1.0 1.0 0.9
H 2.00692 1.16047 0.70383 0.9 0.8 0.1
H 1.06675 1.76003 -0.72444 -0.5 -1.0 1.9
H -1.14554 1.26810 -2.21720 -0.5 -2.5 0.0
```
Forces are in eV/Å.

Properties
HOMO level (spin up / spin down)   -17.81 / -17.80 eV
LUMO energy (spin up / spin down)   -10.73 / -10.73 eV
Net charge   +2

Atom charges from the natural (NBO) analysis, given in e for atoms 1 to 2: 0.2974 -0.4455

---

[2]
Here is a 2-piece molecular cluster, C4H11INO overall from the OMol25 dataset. Energies are from the ωB97M-V functional and the def2-TZVPD basis.

The geometry in XYZ format:
```
18
Properties=species:S:1:pos:R:3:forces:R:3
I 31.79255 4.69350 -1.24150 0.0 0.0 0.0
C 35.55003 11.82536 -5.00005 1.3 0.0 -1.5
C 36.84614 11.07265 -4.54917 -1.6 1.0 0.7
C 37.97850 12.11301 -4.43022 0.5 -0.7 -1.9
O 38.27032 12.60715 -5.76582 -2.0 -0.8 0.0
C 39.41254 13.34929 -5.90647 0.5 0.9 0.7
N 36.51124 10.58572 -3.22274 0.6 0.0 1.3
H 35.80053 12.49440 -5.82330 -0.2 -0.2 -0.4
H 35.21593 12.52014 -4.22950 -0.1 -0.4 0.3
H 34.77411 11.12445 -5.30791 -0.1 0.2 0.2
H 37.12316 10.19683 -5.13596 0.0 0.4 -0.5
H 38.92535 11.65320 -4.14711 -0.2 -0.1 0.9
H 37.63032 12.92096 -3.78673 0.3 0.1 0.2
H 39.35881 14.26167 -5.31252 0.1 0.3 0.4
H 39.52178 13.73035 -6.92184 0.0 -0.6 -0.2
H 40.27022 12.77735 -5.55240 0.5 0.0 -0.3
H 35.94169 11.31066 -2.81023 0.1 0.0 0.5
H 35.91164 9.77409 -3.17998 0.2 -0.3 -0.5
```
Forces are in eV/Å.

Properties
HOMO level   -3.20 eV
LUMO energy   2.39 eV
Net charge   -1

Atom charges from the natural (NBO) analysis, given in e for atoms 1 to 2: -1.0000 -0.6302

---

[3]
Here is a 2-piece molecular cluster, C4H11INO overall from the OMol25 dataset. Energies are from the ωB97M-V functional and the def2-TZVPD basis.

The geometry in XYZ format:
```
18
Properties=species:S:1:pos:R:3:forces:R:3
C 0.95389 -0.51969 -1.32218 0.2 -1.6 -0.2
C 1.31323 -0.22469 1.05075 0.2 3.2 0.4
C -1.13788 1.94048 0.19871 2.1 2.2 0.1
C 0.74557 0.50961 -0.30073 3.0 -0.4 2.7
N -0.63918 0.83089 -0.18004 -0.5 2.8 0.4
O -1.64377 -1.91686 0.08093 -0.1 1.1 1.0
I -2.61431 -1.15961 1.70423 0.3 -0.5 -0.5
H 0.71085 -1.49820 -0.91715 -0.4 -0.1 0.0
H 0.45395 -0.41195 -2.24059 -0.8 0.4 -1.3
H 1.98742 -0.62813 -1.53800 1.0 0.3 -0.3
H 1.33847 0.51678 1.95097 -0.3 -1.3 -1.5
H 2.37918 -0.47219 0.85012 -0.9 -0.1 0.1
H 0.69654 -1.08034 1.27279 0.0 -0.3 0.1
H -0.46275 2.79479 0.43947 0.3 -1.2 0.2
H -2.10470 2.40772 0.22548 -1.2 -1.5 -0.4
H 1.36589 1.41306 -0.47373 -0.7 -0.3 0.1
H -2.14417 -2.69677 -0.14744 -0.3 -0.6 -0.3
H -1.19823 0.19510 -0.65359 -1.9 -2.0 -0.5
```
Forces are in eV/Å.

Properties
HOMO level   -13.39 eV
LUMO energy   -5.05 eV
Net charge   +1

Atom charges from the natural (NBO) analysis, given in e for atoms 1 to 2: -0.6440 -0.5978

---

The evaluated ΔE to the lowest compared entry with this formula, charge and spin for the records listed, in turn: 227.3 87.8 219.3 kJ/mol.
The evaluated energy for the records listed, in turn: -15383.76104 -15966.02305 -15955.73175 eV.